# 1
Formula: C18H23N5O3
Source: the OMol25 dataset
Level of theory: the ωB97M-V functional and the def2-TZVPD basis

Results
* SMILES: CNC(=O)[C@@H](Cc1ccccc1)NC(=O)[C@@H](Cc1cnc[nH]1)NC(C)=O
* E_HOMO: -8.8 eV

The geometry in XYZ format:
```
49
C18H23N5O3 | the OMol25 dataset | the ωB97M-V functional and the def2-TZVPD basis
C 4.3927 0.5929 -2.4775
N 3.2866 0.1234 -1.6030
C 3.3693 -0.9991 -0.8843
O 4.4108 -1.6567 -0.9004
C 2.2160 -1.4390 0.0231
C 2.5265 -1.2818 1.5083
C 1.2958 -1.2540 2.4416
C 1.1558 -0.1659 3.3108
C 0.0140 -0.1260 4.1654
C -0.9217 -1.1969 4.1013
C -0.7447 -2.2598 3.2027
C 0.3399 -2.3076 2.3528
N 0.9722 -0.7311 -0.3134
C -0.0663 -1.3338 -0.8926
O -0.0162 -2.4737 -1.3341
C -1.3305 -0.5274 -1.1019
C -1.9989 -0.0547 0.2294
C -3.2738 0.7201 0.0331
C -4.5486 0.2342 -0.0440
N -5.4135 1.2971 -0.2909
C -4.6440 2.4124 -0.3232
N -3.3733 2.0917 -0.0396
N -1.2442 0.5423 -2.1004
C -0.3881 1.5840 -2.0833
C -0.3887 2.4575 -3.3245
O 0.3408 1.8749 -1.1221
H 4.8734 -0.2922 -2.9566
H 5.1429 1.0903 -1.8916
H 4.0082 1.2823 -3.1888
H 2.4159 0.6505 -1.5631
H 2.1422 -2.5309 -0.1571
H 3.1738 -2.1054 1.8237
H 3.1091 -0.3649 1.6196
H 1.8967 0.6394 3.3694
H -0.1635 0.6612 4.9138
H -1.7479 -1.2329 4.7556
H -1.4057 -3.0964 3.1890
H 0.5162 -3.1153 1.5992
H 0.8508 0.2145 0.0381
H -2.0000 -1.2428 -1.5400
H -2.1958 -0.9420 0.8281
H -1.2762 0.5339 0.8359
H -4.8545 -0.8041 -0.0146
H -4.9843 3.4121 -0.4853
H -2.6174 2.7306 0.0756
H -1.6873 0.4143 -2.9751
H 0.4264 2.1534 -3.9362
H -0.2405 3.4966 -3.0422
H -1.3504 2.3242 -3.8303
```

# 2
Formula: C46H91F22N17O20P2S10
Source: the OMol25 dataset
Level of theory: the ωB97M-V functional and the def2-TZVPD basis

Results
* E_HOMO: -9.2 eV

The geometry in XYZ format:
```
208
C46H91F22N17O20P2S10 | the OMol25 dataset | the ωB97M-V functional and the def2-TZVPD basis
C -3.0078 -2.9705 8.8357
C -2.9321 -3.0465 7.2688
N -1.5159 -3.1354 6.8254
C -0.6422 -4.2020 6.9464
C 0.5440 -3.7272 6.4355
N 0.3314 -2.4464 5.8698
C -0.9029 -2.1309 6.1530
C 1.2401 -1.5131 5.2512
H -4.0408 -2.9672 9.1833
H -2.4670 -2.0907 9.1843
H -2.4986 -3.8590 9.2093
H -3.3012 -2.1581 6.7563
H -3.4190 -3.8483 6.7137
H -0.9874 -5.0393 7.5348
H 1.5271 -4.1738 6.4111
H -1.3838 -1.1695 6.0491
H 2.2167 -1.7319 5.6832
H 0.9883 -0.4774 5.4792
H 1.4714 -1.6804 4.1992
C 7.5507 0.3783 -4.7545
C 6.7536 1.1573 -5.8042
N 5.3721 1.0056 -5.7199
C 4.5514 0.4548 -6.7167
C 3.2829 0.3033 -6.2290
N 3.2215 0.9523 -4.9594
C 4.5179 1.4293 -4.7244
C 1.9932 1.3798 -4.1756
H 8.5992 0.6750 -4.7818
H 7.2237 -0.6614 -4.7718
H 7.1062 0.6630 -3.8009
H 7.0957 0.9530 -6.8187
H 7.0665 2.1955 -5.6932
H 4.9247 0.1681 -7.6888
H 2.4671 -0.2934 -6.6098
H 4.9062 1.8967 -3.8315
H 1.7384 0.5923 -3.4663
H 1.0934 1.4942 -4.7800
H 2.1511 2.3516 -3.7078
C -7.6926 3.4899 3.2556
C -6.4067 3.4145 2.4459
N -5.4019 2.6793 3.1460
C -4.6528 3.2025 4.1858
C -3.7377 2.2717 4.5979
N -4.0363 1.1554 3.9070
C -5.0154 1.3906 3.0010
C -3.4607 -0.1234 4.0941
H -8.2488 2.5651 3.4090
H -8.3175 4.1673 2.6736
H -7.6018 3.9974 4.2160
H -5.9291 4.3928 2.3927
H -6.6308 2.9050 1.5087
H -4.8589 4.1638 4.6329
H -3.0290 2.2289 5.4118
H -5.3347 0.6222 2.3125
H -3.7555 -0.8574 3.3442
H -3.8141 -0.5357 5.0392
H -2.3806 -0.0659 3.9589
C 1.5702 0.1394 -0.2708
C 0.7135 -0.2944 0.9750
N -0.7252 -0.4354 0.5914
C -1.7813 0.4311 0.7763
C -2.6879 0.0384 -0.1786
N -2.4573 -1.2388 -0.6142
C -1.1250 -1.4967 -0.2434
C -3.1860 -1.9016 -1.6032
H 1.3299 1.1144 -0.6947
H 1.5265 -0.6015 -1.0690
H 2.5944 0.1447 0.1020
H 0.7193 0.3642 1.8435
H 0.9382 -1.3042 1.3185
H -1.8050 1.1581 1.5746
H -3.6748 0.4319 -0.3727
H -0.5481 -2.3150 -0.6485
H -3.5422 -1.1003 -2.2507
H -3.8851 -2.4815 -1.0007
H -2.6406 -2.6914 -2.1199
C -0.1867 4.2685 -7.9382
C 0.1978 2.8605 -7.4667
N -0.9735 2.2105 -6.8685
C -1.8720 1.3396 -7.4139
C -2.6579 0.8826 -6.3647
N -2.4193 1.6494 -5.2579
C -1.4229 2.4836 -5.5841
C -3.0995 1.6499 -3.9711
H -0.9942 4.6106 -7.2909
H -0.4369 4.4697 -8.9799
H 0.7055 4.8635 -7.7432
H 0.9133 2.8371 -6.6447
H 0.6559 2.2764 -8.2649
H -1.7082 1.0529 -8.4422
H -3.4115 0.1295 -6.5412
H -1.0432 3.2037 -4.8745
H -2.4358 1.4680 -3.1258
H -3.6875 0.7393 -3.8563
H -3.8437 2.4444 -3.9163
C 5.1692 8.0138 -1.5251
C 4.8715 6.8286 -0.5763
C 3.4020 6.4900 -0.5511
N 3.0843 5.0714 0.1145
C 3.3336 4.0302 -0.9857
C 3.7073 4.6680 1.5134
C 2.7417 3.5995 2.1091
C 1.4119 3.8104 1.4457
C 1.5910 4.9814 0.4429
H 4.9548 7.8358 -2.5789
H 6.2068 8.2891 -1.3363
H 4.5900 8.8964 -1.2535
H 5.2001 7.2065 0.3918
H 5.5059 5.9605 -0.7556
H 3.1370 6.3758 -1.6022
H 2.7918 7.3000 -0.1515
H 3.2363 3.0594 -0.4997
H 4.3258 4.1139 -1.4291
H 2.5379 4.0795 -1.7290
H 4.7268 4.3938 1.2420
H 3.6316 5.5827 2.1013
H 3.0405 2.5551 2.0197
H 2.6908 3.8909 3.1582
H 1.1341 2.9570 0.8271
H 0.6356 3.8582 2.2093
H 1.0400 4.8807 -0.4921
H 1.2865 5.9140 0.9179
C -2.7186 -8.2255 1.3979
C -1.4622 -8.2563 0.5028
C -1.1989 -6.9191 -0.3023
N 0.1012 -6.7649 -1.1364
C 1.3385 -6.9919 -0.2168
C 0.1228 -5.3531 -1.8436
C 0.5337 -5.5433 -3.3610
C 1.0595 -7.0112 -3.3864
C 0.2349 -7.7979 -2.3217
H -2.5824 -7.4729 2.1745
H -2.8764 -9.0898 2.0430
H -3.5957 -8.1862 0.7519
H -1.5019 -9.1046 -0.1804
H -0.6343 -8.5386 1.1531
H -1.2002 -6.0708 0.3821
H -1.9300 -6.6311 -1.0578
H 1.4348 -6.0985 0.4001
H 2.1667 -7.2248 -0.8861
H 1.1032 -7.8504 0.4122
H 0.9287 -4.9041 -1.2630
H -0.7892 -4.7939 -1.6346
H 1.3545 -4.8673 -3.6009
H -0.1650 -5.2721 -4.1524
H 2.0828 -6.8279 -3.0585
H 1.0857 -7.3037 -4.4361
H 0.5086 -8.7555 -1.8787
H -0.7960 -7.8854 -2.6648
N 6.2033 2.4070 -1.9942
S 5.7262 1.1607 -0.8968
O 5.4503 1.6078 0.5148
O 6.3996 -0.1281 -1.1890
F 4.2561 0.9189 -1.5613
S 7.3695 2.8539 -1.2222
O 8.3637 1.9343 -0.7275
O 7.1001 4.0434 -0.3670
F 8.1092 3.3951 -2.5901
N 3.9248 -4.7199 0.8322
S 4.7865 -3.6414 0.2189
O 5.5665 -2.6959 1.1034
O 4.2169 -3.1830 -1.0380
F 5.9843 -4.6637 -0.1709
S 2.7660 -3.6474 1.3605
O 1.6488 -3.4636 0.4651
O 3.0444 -2.4974 2.2438
F 2.2026 -4.6927 2.4822
N -6.3273 0.5123 0.2124
S -7.0250 -0.8104 0.1995
O -6.5548 -1.8581 -0.7528
O -8.4693 -0.8039 0.5605
F -6.2187 -1.3601 1.4695
S -6.5909 0.9077 -1.3533
O -8.0109 1.0217 -1.8382
O -5.6646 0.4877 -2.3332
F -6.2437 2.4858 -1.1869
N -1.9536 5.6845 0.8869
S -2.1981 5.1752 2.2364
O -1.7349 3.8108 2.4957
O -3.4287 5.6471 2.8693
F -1.0548 6.0696 2.9089
S -2.2467 4.2909 -0.1574
O -3.5282 3.5752 0.0790
O -1.1230 3.3889 -0.4432
F -2.6004 4.9809 -1.5125
N -0.8319 1.2255 5.9608
S 0.3096 2.1645 5.9103
O 1.5325 1.9880 6.6354
O 0.0333 3.5619 5.6719
F 0.6463 1.7957 4.3817
S -1.0293 1.2988 7.6710
O -1.3843 2.5466 8.3541
O -0.3459 0.2920 8.4113
F -2.5128 0.6755 7.5613
P -0.3114 -1.6279 -4.2864
F -1.8498 -2.0089 -4.5807
F 0.0477 -3.0039 -5.1418
F -0.2155 -0.7251 -5.5968
F 1.2105 -1.4480 -3.7811
F -0.7794 -0.3068 -3.3692
F -0.5146 -2.6692 -3.0679
P -2.1547 -3.6801 2.6355
F -3.0054 -4.9942 2.2339
F -1.1488 -3.7985 1.3396
F -3.2686 -2.8337 1.7822
F -1.2554 -2.3965 3.0853
F -2.9664 -3.7142 3.9543
F -1.0845 -4.6299 3.5103
```

# 3
Formula: C33H31CdCl2F6GeN6O4SbSe
Source: the OMol25 dataset
Level of theory: the ωB97M-V functional and the def2-TZVPD basis

Results
* charge: -1
* spin multiplicity: 2
* <S²>: 0.752
* E_HOMO (spin up / spin down): -5.5 / -5.5 eV

The geometry in XYZ format:
```
86
C33H31CdCl2F6GeN6O4SbSe | the OMol25 dataset | the ωB97M-V functional and the def2-TZVPD basis
Cd -0.5934 -1.4336 0.1567
Se -4.9463 -1.0681 -6.6070
N -5.3640 -1.4093 -4.9087
C -4.2881 -1.2085 -4.1924
C -4.2361 -1.3448 -2.7445
C -5.3549 -1.6706 -1.9777
C -5.2356 -1.7097 -0.6132
C -3.9942 -1.4467 -0.0310
N -2.9195 -1.1549 -0.7486
C -3.0299 -1.0995 -2.0844
C -1.8201 -0.7036 -2.8368
N -0.6983 -0.4756 -2.1401
C 0.3568 0.0103 -2.7740
C 0.3907 0.2347 -4.1465
C -0.7338 -0.0516 -4.8821
C -1.8706 -0.5120 -4.2194
C -3.1182 -0.7820 -4.9211
N -3.2618 -0.6412 -6.2125
H -6.2915 -1.8773 -2.4778
H -6.0719 -1.9687 0.0183
H -3.8617 -1.5017 1.0351
H 1.2162 0.2235 -2.1575
H 1.2892 0.6207 -4.6039
H -0.7710 0.0920 -5.9526
O 6.7143 -0.5716 1.8266
C 5.6423 -0.3199 2.3795
O 5.3696 0.3565 3.3734
C 4.4161 -0.9339 1.7005
C 4.2696 -0.8443 0.3304
C 3.1069 -1.3253 -0.2556
N 2.0986 -1.8621 0.4125
C 2.3098 -2.0638 1.7210
C 3.4225 -1.6125 2.3999
C 1.2570 -2.8169 2.4870
O 1.4766 -3.2530 3.5849
O 0.1187 -2.8471 1.8473
H 5.0712 -0.4339 -0.2656
H 2.6577 -2.2534 -2.0112
H 3.4923 -1.7679 3.4652
F -0.7859 -3.6118 -0.2744
Sb -1.6030 -4.1715 1.4967
F -2.1067 -2.2186 1.8415
F -0.3783 -5.2188 2.5052
F -1.7707 -5.8408 0.5799
F -2.7904 -4.4638 2.9429
F -3.2234 -3.8533 0.4569
C 1.2415 4.1359 2.0999
C 2.0508 3.1550 2.9412
C 1.2390 2.0121 3.5489
C 1.0229 0.7932 2.6376
Ge -0.4653 0.8477 1.3512
C -2.2500 1.0032 2.1625
C -2.5111 2.3840 2.7650
C -3.9763 2.5575 3.1619
C -4.2576 3.9237 3.7753
H 1.8792 4.9228 1.6961
H 0.4632 4.6101 2.7002
H 0.7560 3.6438 1.2578
H 2.5240 3.7044 3.7581
H 2.8648 2.7338 2.3479
H 0.2877 2.3985 3.9251
H 1.7850 1.6355 4.4177
H 0.7898 -0.0801 3.2534
H 1.9472 0.5493 2.1177
H -0.3689 2.0302 0.3545
H -2.3775 0.2082 2.8983
H -2.9727 0.8104 1.3647
H -2.2384 3.1686 2.0513
H -1.8864 2.5333 3.6488
H -4.2469 1.7699 3.8703
H -4.6033 2.4121 2.2772
H -3.6478 4.0834 4.6651
H -5.3038 4.0208 4.0657
H -4.0307 4.7229 3.0682
Cl 4.3384 -2.8581 -3.8446
C 4.4095 -1.1385 -3.5978
C 5.1499 -0.3700 -4.4771
C 5.2147 1.0019 -4.2955
C 4.4942 1.5921 -3.2696
C 3.7297 0.8116 -2.4203
Cl 2.7159 1.6029 -1.2566
C 3.7059 -0.5801 -2.5209
N 2.9752 -1.3642 -1.6533
H 5.6843 -0.8544 -5.2809
H 5.8107 1.6107 -4.9589
H 4.5003 2.6614 -3.1287
```